1.
DFT (the ωB97M-V functional and the def2-TZVPD basis) results for a 2-piece molecular cluster, C2H2N2Si overall in a non-equilibrium geometry.

Positions of all 7 atoms, in Å:
Si  0.40569  0.31735  -0.00955
N  1.21154  3.24331  -0.01624
N  4.02930  -1.40638  -0.00124
C  2.99900  -0.87493  0.07984
C  0.81531  2.14304  0.00868
H  0.08422  -0.44808  -1.14802
H  -0.43853  -0.15062  1.29780

## Properties
* charge: 0
* Kohn-Sham gap (alpha / beta): 0.3114 / 0.3115 Ha
* HOMO (alpha / beta): -11.041 / -11.042 eV
* energy above the lowest of the compared OMol25 structures with the same formula, charge and spin: 302.6 kJ/mol
* LUMO level (alpha / beta): -2.57 / -2.57 eV

2.
DFT (the ωB97M-V functional and the def2-TZVPD basis) results for an isolated ion of composition C10H22N3 and charge +1 in a non-equilibrium geometry.

Positions of all 35 atoms, in Å:
N  -1.63480  0.32879  0.79275
N  1.21592  0.36619  0.70238
N  -0.90966  1.17228  0.30545
C  3.30430  -0.86913  0.54197
C  -2.79213  -0.07594  0.03688
C  -2.57864  0.15928  -1.50130
C  0.32368  1.37942  0.50092
C  0.60238  -0.62354  1.56129
C  2.25692  -0.05024  -1.59130
C  -3.09343  -1.52047  0.38472
C  2.47358  0.28156  -0.10337
C  3.38916  1.49052  0.13283
C  -3.79961  0.98297  0.59202
H  1.03980  -1.56911  1.49094
H  -4.74027  0.53881  0.69641
H  1.34752  -0.68334  -1.63968
H  2.77217  -1.73911  0.27425
H  -2.01538  -0.71980  -1.87554
H  -3.53109  -1.55124  1.50240
H  4.30817  1.21978  -0.27608
H  3.48617  -0.87520  1.59886
H  -0.45132  -0.69706  1.41499
H  -3.85343  -1.93628  -0.26542
H  -3.50769  0.31875  -1.90428
H  2.10417  0.91644  -2.22365
H  -2.11180  -2.12402  0.49891
H  -1.82858  0.81392  -1.62190
H  4.26723  -0.95291  0.05098
H  -3.34514  1.35863  1.53536
H  -3.83430  1.76859  -0.12463
H  3.52522  1.57836  1.20032
H  3.05665  -0.63855  -1.85217
H  0.60889  -0.32486  2.68124
H  3.08347  2.44052  -0.16009
H  0.72210  2.32236  0.15975

## Properties
* SMILES: C/[N+](=C\N=N\C(C)(C)C)C(C)(C)C
* charge: +1
* Kohn-Sham gap (alpha / beta): 0.3145 / 0.3145 Ha
* HOMO (alpha / beta): -13.656 / -13.657 eV
* energy above the lowest of the compared OMol25 structures with the same formula, charge and spin: 503.1 kJ/mol
* LUMO level (alpha / beta): -5.10 / -5.10 eV

3.
DFT (the ωB97M-V functional and the def2-TZVPD basis) results for one molecule with the formula C26H28N4O4 in a non-equilibrium geometry.

Positions of all 62 atoms, in Å:
O  4.34720  6.23124  -2.95530
O  -4.32883  -3.99168  0.13369
O  0.73669  2.50162  -1.93524
O  6.30204  5.39510  -2.06897
N  -2.56662  -2.64968  1.72408
N  -0.17177  -1.16943  1.24109
N  3.84506  -1.99874  -0.37013
N  1.40302  2.09262  0.18276
C  -0.94480  -0.91830  2.44097
C  2.69196  -1.10920  -2.25131
C  0.84770  -0.17491  0.95257
C  -1.71073  -2.20139  2.79609
C  -1.05436  -1.52855  0.14749
C  1.57526  2.60169  -1.06063
C  5.27904  3.43337  -0.96440
C  -4.81321  -2.91403  0.83560
C  1.72564  -0.55868  -1.42400
C  2.87049  4.46620  -2.04996
C  0.31237  1.21450  0.52394
C  4.05820  2.80173  -0.74225
C  -4.37784  -1.16072  2.41607
C  -6.13820  -2.51767  0.79376
C  -5.23210  -4.78638  -0.59107
C  2.87384  3.30846  -1.26232
C  -5.71111  -0.78766  2.38367
C  1.83429  -0.73302  -0.04816
C  4.07382  5.09082  -2.25163
C  -1.78745  -2.82419  0.51716
C  -6.59302  -1.45623  1.56314
C  5.74109  6.42643  -2.85478
C  2.92123  -1.47264  0.41117
C  5.26139  4.58474  -1.71394
C  -3.88622  -2.21341  1.64657
C  3.73296  -1.81888  -1.67554
H  -7.63271  -1.17075  1.51817
H  -1.04529  -3.60692  0.70346
H  -0.45990  -1.69647  -0.75099
H  3.05551  -1.64713  1.47175
H  2.63466  -0.98238  -3.32107
H  -3.71069  -0.60932  3.05925
H  6.19062  6.40877  -3.86053
H  5.94522  7.40083  -2.38321
H  -1.80220  -0.74216  -0.05746
H  -1.65724  -0.08729  2.30305
H  -5.69371  -4.23085  -1.41486
H  4.51477  -2.26252  -2.27785
H  -0.32438  1.14350  -0.35911
H  -6.04889  0.03479  2.99643
H  -0.97374  -2.99398  2.96732
H  -2.29131  -2.06806  3.70906
H  2.12993  2.21720  0.86896
H  -0.26472  -0.66370  3.25779
H  -0.27094  1.64591  1.34466
H  -6.01549  -5.19842  0.05322
H  -2.43101  -3.13375  -0.30125
H  6.20017  3.03776  -0.57128
H  -6.84333  -3.04526  0.17127
H  1.95193  4.83601  -2.47281
H  0.91777  0.01054  -1.85759
H  1.39417  -0.03397  1.89711
H  4.05144  1.87708  -0.18365
H  -4.63768  -5.60262  -0.99999

## Properties
* SMILES: COc1ccccc1N1CCN([C@H](CNC(=O)c2ccc3c(c2)OCO3)c2cccnc2)CC1
* charge: 0
* Kohn-Sham gap: 0.2991 Ha
* HOMO: -7.463 eV
* energy above the lowest of the compared OMol25 structures with the same formula, charge and spin: 371.8 kJ/mol
* LUMO level: 0.67 eV